19
Properties=species:S:1:pos:R:3:forces:R:3 method="wB97M-V/def2-TZVPD" de_lowest_ev=11.770 gap_ha=0.3292 energy_ha=-327.65543
C -2.4906 -1.0012 0.2869 -4.761 3.976 0.179
H 1.0499 -2.0527 -1.2671 3.744 0.759 2.043
H -3.0242 1.4067 -0.6788 2.996 -4.340 0.390
C 1.6321 -0.7218 0.4996 1.670 -1.703 -2.894
H 1.0989 2.7569 -0.7649 0.182 -1.383 1.019
H -0.1476 -0.5432 1.6094 -1.440 -0.481 0.997
C -0.0980 1.1783 0.1780 1.730 3.321 1.151
H -3.5958 -0.3117 0.7302 2.477 -3.865 -0.347
C -0.6615 0.0117 -0.6403 2.818 2.038 -0.595
H 3.1488 -1.6666 -0.4904 -1.584 -1.163 -1.198
H -0.8377 2.0481 0.6620 1.505 -3.252 -1.027
H -2.0163 -2.2277 0.6950 -1.462 4.741 -1.593
N 1.2046 2.0259 -0.0130 -4.026 0.892 -0.550
H 2.6029 -0.2309 1.1239 -3.256 -1.298 -1.438
C 2.0158 -1.6540 -0.5313 -2.526 3.278 2.734
C 0.1366 -0.2687 0.6397 2.466 1.911 0.338
C -2.1721 0.1222 -0.5437 0.280 -3.174 2.204
H 0.1772 -0.3301 -1.3365 -2.412 0.860 -0.702
H 1.9770 1.4587 -0.1587 1.599 -1.117 -0.712